Entry 1:
# C19H25INO6

A 2-piece molecular cluster, C19H25INO6 overall at a distorted geometry (wB97M-V/def2-TZVPD, the Open Molecules 2025 dataset).

HOMO (Eh): -0.034
Net charge: -1
Gap between HOMO and LUMO (eV): 1.30

Each line ends with the Löwdin charge.
Atoms and positions in Å:
O1 0.382 -2.324 -0.465  0.06
C1 -0.644 -1.484 -0.305  -0.22
O2 -0.988 -0.675 0.912  -0.11
C2 -2.348 -1.234 1.217  -0.61
I1 -3.567 -0.251 2.752  0.80
C3 -2.927 -1.131 -0.347  -0.26
O3 -3.732 -2.365 -0.562  -0.04
C4 -5.013 -1.866 -1.097  -0.24
O4 -5.071 -1.444 -2.391  -0.01
C5 -6.434 -1.776 -0.262  -0.06
C6 -7.262 -0.334 -0.124  0.00
C7 -8.680 -0.316 0.708  -0.06
C8 -9.333 -1.697 1.382  -0.06
C9 -8.453 -3.092 1.191  -0.07
C10 -7.015 -3.159 0.401  -0.01
O5 -1.744 -1.179 -1.258  0.04
H1 -2.050 -2.364 1.455  0.15
H2 -3.563 -0.148 -0.442  0.17
H3 -6.814 0.628 -0.623  0.10
H4 -9.255 0.699 0.841  0.08
H5 -10.358 -1.702 1.973  0.09
H6 -8.864 -4.098 1.640  0.08
H7 -6.378 -4.139 0.279  0.10
C11 5.889 2.754 -0.719  -0.06
C12 4.676 2.363 0.154  -0.51
C13 3.362 2.646 -0.621  -0.17
C14 3.079 1.707 -1.789  -0.20
C15 3.688 0.320 -1.623  -0.16
C16 3.983 -0.091 -0.158  -0.51
N1 4.864 0.928 0.439  -0.23
O6 5.213 0.648 1.751  -0.32
C17 4.750 -1.439 -0.231  -0.06
C18 2.653 -0.337 0.591  -0.04
C19 4.659 3.322 1.379  -0.07
H8 6.830 2.601 -0.180  0.08
H9 5.848 3.811 -1.009  0.06
H10 5.941 2.166 -1.639  0.06
H11 2.514 2.593 0.073  0.10
H12 3.357 3.680 -0.996  0.10
H13 1.992 1.622 -1.915  0.10
H14 3.453 2.149 -2.720  0.10
H15 3.034 -0.416 -2.108  0.11
H16 4.624 0.293 -2.197  0.10
H17 5.726 -1.312 -0.715  0.07
H18 4.190 -2.180 -0.814  0.07
H19 4.920 -1.873 0.762  0.07
H20 2.064 -1.113 0.084  0.04
H21 2.022 0.555 0.649  0.07
H22 2.821 -0.687 1.615  0.08
H23 4.569 4.367 1.054  0.06
H24 5.580 3.258 1.968  0.07
H25 3.809 3.114 2.040  0.07



Entry 2:
# C19H25N10S2Tc

C19H25N10S2Tc as an isolated structure (wB97M-V/def2-TZVPD, the Open Molecules 2025 dataset).

HOMO (spin up / spin down) (Eh): -0.632 / -0.644
Spin multiplicity: 4
Net charge: +3
ΔE to the lowest compared entry with this formula, charge and spin (kcal/mol): 0.0
Gap between HOMO and LUMO (spin up / spin down) (eV): 7.76 / 6.85

Each line ends with the Löwdin spin population.
Atoms and positions in Å:
Tc1 0.416 0.125 0.526  2.34
C1 1.318 -1.998 0.800  0.00
C2 2.258 -1.047 1.271  0.02
C3 1.673 -0.370 2.384  -0.01
C4 0.386 -0.913 2.601  -0.01
C5 0.168 -1.938 1.639  0.07
H1 1.480 -2.663 -0.035  0.00
H2 3.241 -0.878 0.861  0.00
H3 2.141 0.404 2.975  0.00
H4 -0.297 -0.613 3.382  0.00
H5 -0.711 -2.557 1.565  0.00
C6 -3.918 2.951 2.134  0.00
N1 -4.029 1.663 1.443  0.02
C7 -5.215 1.017 1.188  0.01
C8 -4.916 -0.135 0.563  0.01
N2 -3.530 -0.202 0.442  0.01
C9 -3.010 0.929 0.975  0.01
S1 -1.402 1.565 1.123  0.13
C10 -2.874 -1.318 -0.179  0.01
C11 -3.603 -2.492 -0.330  0.00
C12 -3.046 -3.533 -1.048  0.00
C13 -1.779 -3.361 -1.587  0.00
C14 -1.116 -2.183 -1.318  0.01
N3 -1.622 -1.162 -0.602  0.09
H6 -4.916 3.247 2.444  0.00
H7 -3.510 3.700 1.460  0.00
H8 -3.282 2.845 3.009  0.00
H9 -6.168 1.435 1.463  0.00
H10 -5.577 -0.881 0.167  0.00
H11 -4.582 -2.611 0.108  0.00
H12 -3.594 -4.455 -1.184  0.00
H13 -1.306 -4.127 -2.184  0.00
H14 -0.108 -2.047 -1.687  0.00
N4 2.319 -0.611 -4.480  0.00
N5 1.538 -0.034 -3.517  0.00
N6 0.533 0.758 -3.821  0.00
C15 -0.028 0.948 -2.638  0.01
N7 0.636 0.294 -1.683  0.03
N8 1.649 -0.342 -2.268  0.00
H15 2.224 -0.083 -5.341  0.00
H16 3.278 -0.686 -4.159  0.00
H17 -0.915 1.538 -2.485  0.00
S2 1.847 2.009 0.668  0.15
C16 1.519 3.379 -0.396  0.03
N9 2.568 4.116 -0.693  0.01
C17 2.485 5.395 -1.425  0.00
C18 1.098 5.981 -1.244  0.00
C19 0.050 4.938 -1.591  0.00
N10 0.315 3.703 -0.825  0.01
H18 3.468 3.811 -0.351  0.00
H19 2.711 5.208 -2.476  0.00
H20 3.255 6.049 -1.022  0.00
H21 0.982 6.847 -1.893  0.00
H22 0.963 6.317 -0.215  0.00
H23 0.060 4.702 -2.657  0.00
H24 -0.949 5.276 -1.325  0.00
H25 -0.462 3.169 -0.460  0.00